Record 1
Computed, not measured: C17H18AsF3N3O8PdS as an isolated structure, with the ωB97M-V functional and the def2-TZVPD basis.

Structure (XYZ):
```
52
C17H18AsF3N3O8PdS the ωB97M-V functional and the def2-TZVPD basis
Pd 0.750 -0.193 0.053
O -0.603 1.064 3.372
As 0.110 -0.591 3.414
O -1.526 -1.522 2.970
O 1.010 -0.854 1.975
C -2.733 -1.029 2.760
C -3.775 -1.257 3.713
C -5.009 -0.596 3.603
C -5.293 0.226 2.504
C -4.366 0.317 1.464
C -3.202 -0.426 1.512
S -2.418 -0.793 -0.078
O -1.228 0.103 -0.064
O -3.445 -0.277 -0.974
O -2.077 -2.181 -0.112
H -0.232 1.589 2.645
H -3.539 -1.906 4.549
H -5.722 -0.694 4.453
H -6.254 0.757 2.415
H -4.578 0.951 0.643
C -0.855 2.686 -2.246
N -0.640 3.531 -1.082
C -1.285 4.883 -1.002
C -0.223 3.026 0.053
N 0.374 2.547 0.960
H -0.184 2.853 -3.086
H -1.865 2.799 -2.645
H -0.798 1.627 -1.901
H -0.620 5.557 -0.411
H -2.320 4.838 -0.516
H -1.444 5.322 -1.981
N 2.816 -0.266 -0.018
C 3.331 -1.621 0.006
C 4.136 -2.047 1.077
C 4.761 -3.286 0.952
C 4.711 -4.063 -0.185
C 3.920 -3.647 -1.234
C 3.188 -2.465 -1.096
H 3.098 0.134 0.873
H 3.142 0.274 -0.880
H 4.180 -1.455 1.979
H 5.260 -3.687 1.838
H 5.207 -5.041 -0.145
H 3.698 -4.195 -2.131
H 2.483 -2.121 -1.802
F 2.187 0.266 -5.255
C 1.268 0.125 -4.291
F 0.597 -1.007 -4.592
F 0.385 1.159 -4.578
C 1.790 0.202 -2.850
O 3.030 0.335 -2.625
O 0.804 0.049 -2.005
```

As for the spin multiplicity: 3. Its total charge is -1. For the total energy, the calculation gives -4486.2965 hartree. Its HOMO energy (spin up / spin down) is -4.75 / -5.08 eV.



Record 2
Computed, not measured: a single C17H18ClN3O2S molecule, with the ωB97M-V functional and the def2-TZVPD basis.

Structure (XYZ):
```
42
C17H18ClN3O2S the ωB97M-V functional and the def2-TZVPD basis
C -0.917 -2.433 2.840
C -0.227 -1.255 2.249
N 0.818 -0.694 2.911
C 1.307 0.325 2.295
N 2.392 0.998 2.785
C 3.012 2.152 2.365
O 4.093 2.456 2.813
C 2.265 2.992 1.386
C 2.832 3.299 0.156
C 2.154 4.123 -0.726
C 0.926 4.660 -0.383
C 0.379 4.369 0.858
Cl -1.146 5.044 1.300
C 1.037 3.538 1.748
S 0.533 0.686 0.758
C -0.526 -0.674 1.047
C -1.693 -0.981 0.182
O -2.806 -1.059 0.675
N -1.470 -1.125 -1.142
C -0.188 -1.354 -1.765
C -0.096 -2.799 -2.265
C -1.246 -3.102 -3.220
C -2.575 -2.817 -2.526
C -2.595 -1.376 -2.020
H -0.361 -3.344 2.619
H -1.921 -2.516 2.434
H -0.962 -2.316 3.919
H 2.858 0.515 3.548
H 3.795 2.887 -0.102
H 2.588 4.354 -1.687
H 0.396 5.305 -1.066
H 0.602 3.321 2.712
H 0.616 -1.157 -1.058
H -0.084 -0.663 -2.610
H 0.865 -2.947 -2.761
H -0.146 -3.474 -1.408
H -1.203 -4.144 -3.541
H -1.156 -2.472 -4.109
H -3.408 -2.972 -3.213
H -2.701 -3.493 -1.679
H -3.506 -1.176 -1.454
H -2.533 -0.681 -2.864
```

The SMILES is Cc1nc(NC(=O)c2cccc(Cl)c2)sc1C(=O)N1CCCCC1. For the total energy, the calculation gives -1831.7914 hartree. Its HOMO energy is -8.51 eV.



Record 3
Computed, not measured: C17H18F3IN2O6S as an isolated structure, with the ωB97M-V functional and the def2-TZVPD basis.

Structure (XYZ):
```
48
C17H18F3IN2O6S the ωB97M-V functional and the def2-TZVPD basis
O -4.239 -1.480 -0.034
C -4.176 -0.312 -0.175
I -3.724 0.442 -2.118
C -4.466 0.640 0.959
C -3.415 1.645 1.365
O -3.331 2.736 0.375
S -1.843 3.234 0.190
O -1.775 4.625 0.434
O -1.283 2.679 -0.994
O -1.270 2.432 1.446
C -1.982 1.182 1.445
C -1.566 0.282 2.589
C -0.633 -0.839 2.125
O -1.362 -1.975 1.703
C 0.331 -1.280 3.242
F 0.580 -2.592 3.213
F -0.127 -0.980 4.474
F 1.510 -0.629 3.099
H -4.734 0.012 1.806
H -5.351 1.214 0.677
H -3.774 2.150 2.261
H -1.778 0.667 0.498
H -1.061 0.882 3.346
H -2.439 -0.182 3.045
H -0.001 -0.483 1.309
H -1.578 -1.899 0.767
N 1.240 1.774 -4.638
C 2.012 2.615 -5.321
C 1.972 3.992 -5.162
C 1.078 4.522 -4.246
C 0.265 3.661 -3.528
C 0.386 2.297 -3.761
H 2.696 2.161 -6.029
H 2.626 4.629 -5.743
H 1.017 5.592 -4.092
H -0.441 4.031 -2.802
H -0.225 1.586 -3.217
N 3.224 -5.771 1.808
C 3.004 -4.558 2.310
C 3.412 -3.387 1.687
C 4.081 -3.481 0.478
C 4.313 -4.737 -0.058
C 3.865 -5.845 0.645
H 2.479 -4.530 3.258
H 3.209 -2.428 2.141
H 4.415 -2.590 -0.038
H 4.830 -4.858 -1.000
H 4.027 -6.845 0.258
```

For the total energy, the calculation gives -2215.0106 hartree. Its HOMO energy is -9.54 eV.